--- 1 ---
Here is 2 unconnected molecules or ions with the total composition C5H14N2O from the Open Molecules 2025 dataset. Energies are from ωB97M-V with the def2-TZVPD basis set.

The HOMO energy comes out at -8.15 eV. As for the structure (SMILES): N/C=C\N.CCCO. As for the LUMO energy: 0.920 eV. As for the spin multiplicity: 1. The calculation puts the HOMO-LUMO gap at 9.073 eV.

Positions of all 22 atoms, in Å:
O1 -0.6998 0.5450 -1.5425
N1 -0.0089 1.6636 0.7114
N2 2.1819 0.5849 -0.9917
C1 -1.6206 -1.0165 0.2425
C2 2.2549 0.8088 0.3640
C3 1.3144 1.3243 1.1625
C4 -0.3574 -1.8586 0.3765
C5 -1.7340 -0.2998 -1.2322
H1 1.2545 0.5190 -1.3983
H2 1.4939 1.3741 2.2275
H3 -1.7792 -0.3841 1.1190
H4 -0.4051 -2.5037 1.2533
H5 3.2060 0.5608 0.8171
H6 -0.7563 1.2572 1.3310
H7 -0.1179 2.6676 0.5881
H8 -0.2268 -2.4957 -0.4963
H9 -2.7107 0.2146 -1.2567
H10 -1.7427 -1.1235 -1.9539
H11 0.5266 -1.2280 0.4379
H12 2.8561 -0.0627 -1.3643
H13 -2.4941 -1.6741 0.2542
H14 -0.4347 1.1267 -0.6491

Atomic partial charges in e from the Mulliken method, atoms 1 to 5: atom 1 (O): -0.697, atom 2 (N): -0.523, atom 3 (N): -0.464, atom 4 (C): -0.485, atom 5 (C): -0.249



--- 2 ---
Here is 3 unconnected molecules or ions with the total composition C5H14N2O from the Open Molecules 2025 dataset. Energies are from ωB97M-V with the def2-TZVPD basis set.

The HOMO energy (spin up / spin down) comes out at -7.43 / -7.97 eV. As for the LUMO energy (spin up / spin down): -0.011 / 0.454 eV. As for the spin multiplicity: 1. The calculation puts the HOMO-LUMO gap (spin up / spin down) at 7.418 / 8.424 eV.

Positions of all 22 atoms, in Å:
O1 -2.2107 -0.8371 -1.3872
N1 1.5798 -1.5619 1.3271
N2 1.3887 1.1925 0.5679
C1 0.1109 -0.9582 -2.0122
C2 1.0332 -0.5815 2.1558
C3 0.8876 0.7030 1.8154
C4 -0.9745 -0.8519 -1.0059
C5 -1.9306 1.5508 -0.6029
H1 0.6242 1.4758 -0.0440
H2 1.9989 1.9902 0.7000
H3 1.0146 -0.4701 -1.6455
H4 -2.1265 0.9012 0.2362
H5 -1.5547 1.3845 -1.5952
H6 0.3516 -2.0150 -2.1847
H7 -0.7336 -1.0599 0.0351
H8 0.6294 -0.9416 3.0940
H9 0.3783 1.3805 2.4926
H10 -0.1960 -0.5215 -2.9628
H11 2.1733 -1.1713 0.6054
H12 2.0129 -2.3340 1.8107
H13 -2.6619 0.1537 -1.1351
H14 -1.7949 2.5718 -0.2648

Atomic partial charges in e from the Mulliken method, atoms 1 to 5: atom 1 (O): -0.473, atom 2 (N): -0.420, atom 3 (N): -0.565, atom 4 (C): -0.887, atom 5 (C): -0.417



--- 3 ---
Here is 2 unconnected molecules or ions with the total composition C5H14N2O from the Open Molecules 2025 dataset. Energies are from ωB97M-V with the def2-TZVPD basis set.

The HOMO energy comes out at -8.00 eV. As for the LUMO energy: 0.542 eV. As for the spin multiplicity: 1. The calculation puts the HOMO-LUMO gap at 8.541 eV.

Positions of all 22 atoms, in Å:
O1 0.9034 0.2390 -1.3972
N1 -0.5476 -0.7253 0.1810
N2 0.0539 1.6016 0.9259
C1 -1.8815 -0.2181 -0.2011
C2 1.7791 -0.0848 1.0440
C3 -0.6256 -1.8101 1.1851
C4 0.4654 0.4584 0.5586
C5 0.7756 1.4145 -2.1154
H1 -2.4820 -1.0458 -0.5766
H2 -1.7523 0.5209 -0.9874
H3 -0.0331 1.3777 -2.8695
H4 2.1098 -0.9375 0.4541
H5 1.7005 1.6804 -2.6520
H6 -0.8783 1.8589 0.6227
H7 0.3553 -2.2544 1.3216
H8 -1.3228 -2.5748 0.8433
H9 0.5450 2.2668 -1.4439
H10 1.7256 -0.3522 2.1034
H11 -0.9720 -1.3957 2.1317
H12 -0.0597 -0.9526 -0.7189
H13 2.5132 0.7081 0.9263
H14 -2.3720 0.2249 0.6646

Atomic partial charges in e from the Mulliken method, atoms 1 to 5: atom 1 (O): -0.778, atom 2 (N): 0.113, atom 3 (N): -0.824, atom 4 (C): -1.074, atom 5 (C): -1.579



It is 2 that is the least stable of them.